1.
DFT (wB97M-V/def2-TZVPD) results for a single C7H13N molecule in a non-equilibrium geometry.

Results
LUMO ... -0.0531 Ha
HOMO-LUMO gap ... 0.1837 hartree
HOMO ... -6.44 eV
Spin multiplicity ... 1
Total charge ... 0

Last column: Mulliken charge in e.
Positions of all 21 atoms, in Å:
C  1.3673  -0.7796  -1.1299  -0.54
C  1.0676  0.7044  -0.4710  -0.63
C  0.6581  0.7552  0.9854  0.33
C  -0.8265  0.1429  1.1774  -0.76
C  -1.9223  0.4590  0.3697  0.17
C  -3.1206  -0.1423  -0.0274  -0.90
C  2.0011  0.5430  1.4348  -0.96
N  0.2830  -1.5729  -1.5328  -0.34
H  2.1731  -0.8866  -2.0809  0.27
H  1.7099  -1.1962  -0.1470  0.26
H  1.8428  1.2390  -0.9369  0.42
H  0.1467  1.0635  -1.1192  0.27
H  -0.8933  -0.5738  1.9810  0.45
H  -1.7723  1.5317  -0.0009  0.22
H  -3.4654  -1.1376  0.3141  0.28
H  -3.6596  0.4692  -0.7567  0.25
H  0.0260  1.6493  1.3015  0.30
H  2.2056  -0.2849  2.1563  0.31
H  2.4845  1.5051  1.8557  0.25
H  -0.2128  -2.1976  -0.9427  0.18
H  -0.0929  -1.2907  -2.4303  0.17

***

2.
DFT (wB97M-V/def2-TZVPD) results for CHO4S as an isolated structure in a non-equilibrium geometry.

Results
LUMO ... 0.1516 Ha
HOMO-LUMO gap ... 0.3067 hartree
HOMO ... -4.22 eV
Spin multiplicity ... 1
Total charge ... -1

Last column: Mulliken charge in e.
Positions of all 7 atoms, in Å:
C  1.1648  -0.5545  0.2609  0.00
O  -1.1837  0.7185  -1.6199  -0.56
O  1.8311  -1.1339  -0.5517  -0.44
O  -1.8365  -0.6332  0.3177  -0.59
O  -0.7558  1.5571  0.6341  -0.60
S  -0.9406  0.3848  -0.2312  0.92
H  1.7207  -0.3388  1.1902  0.27

***

3.
DFT (wB97M-V/def2-TZVPD) results for a single C21H20N4O3S2 molecule in a non-equilibrium geometry.

Results
LUMO ... -0.0150 Ha
HOMO-LUMO gap ... 0.2940 hartree
HOMO ... -8.41 eV
Spin multiplicity ... 1
Total charge ... 0

Last column: Mulliken charge in e.
Positions of all 50 atoms, in Å:
N  4.7032  -4.3535  -4.4954  -0.48
O  -2.3230  -2.0504  2.0912  -0.63
O  -1.0006  7.0663  0.2358  -0.70
O  -2.1957  5.9555  2.0275  -0.63
C  4.4213  -4.1922  -3.3947  -0.12
N  -0.7367  1.8131  -2.9989  -0.92
S  0.6348  -0.6560  -1.6325  -0.18
C  -1.3350  -2.2889  1.4584  0.22
C  -1.3019  1.4430  -1.8959  0.68
C  -1.6637  -0.6894  -0.4874  -0.63
C  -0.9157  0.1310  -1.3294  -0.12
C  0.3392  -1.8296  -0.4024  0.75
C  -0.9421  -1.7005  0.1672  -0.30
C  1.3314  -2.8364  0.2437  0.48
C  0.8486  -3.4054  1.4206  -0.42
C  5.0796  -3.4678  0.3106  -0.74
C  5.2334  -3.8247  -0.9861  -0.33
C  3.8184  -3.0107  0.7416  -0.49
C  2.9343  -3.4563  -1.5355  -0.03
C  4.1891  -3.8225  -1.9937  0.05
C  2.6877  -3.1284  -0.1922  0.25
N  -0.4702  -3.3289  1.8682  0.09
N  -1.9527  2.4807  -1.3948  -0.01
C  -0.7931  -4.1631  3.0254  -1.11
C  -1.3473  3.1222  1.0079  -0.93
C  -3.4078  3.9498  -0.1456  -1.44
C  -2.4647  2.7701  0.0023  0.38
C  -0.5021  4.3668  0.4639  -0.76
C  -2.9553  5.3782  -0.4862  -0.66
S  -1.6644  5.8179  0.6551  1.10
H  -0.1255  1.1189  -3.5329  0.23
H  -2.7489  -0.4643  -0.2384  0.40
H  1.5203  -4.0560  2.0253  0.37
H  5.8659  -3.5599  1.0318  0.42
H  6.1790  -3.9700  -1.4585  0.42
H  3.7679  -2.9222  1.8565  0.34
H  2.0835  -3.3229  -2.2214  0.52
H  -2.1973  3.1328  -2.1611  0.33
H  0.0275  -4.5525  3.6779  0.38
H  -1.2750  -5.0485  2.6625  0.33
H  -1.3231  -3.5666  3.7479  0.36
H  -1.8537  3.3533  1.9761  0.49
H  -0.6930  2.1936  1.1577  0.33
H  -4.2543  3.5534  -0.8867  0.36
H  -3.9127  3.8825  0.8145  0.56
H  -3.1903  1.9751  0.4558  0.16
H  -0.1019  4.2059  -0.5044  0.43
H  0.3436  4.4966  1.1634  0.39
H  -3.7601  6.0213  -0.3415  0.50
H  -2.6011  5.4394  -1.5728  0.32

***

4.
DFT (wB97M-V/def2-TZVPD) results for an isolated ion of composition C8H10FN2O2 and charge +1 in a non-equilibrium geometry.

Results
LUMO (spin up / spin down) ... -0.0979 / -0.2659 Ha
HOMO-LUMO gap (spin up / spin down) ... 0.2507 / 0.2383 hartree
HOMO (spin up / spin down) ... -9.49 / -13.72 eV
Spin multiplicity ... 3
Total charge ... +1

Last column: Mulliken charge in e.
Positions of all 23 atoms, in Å:
C  -3.5549  -0.4542  -0.0775  -0.43
C  -3.1395  0.8407  0.1274  -0.55
C  -2.6384  -1.5102  -0.3262  -0.48
C  -1.7692  1.0811  0.2168  -0.55
C  -1.3218  -1.2616  -0.2710  -0.59
C  -0.8622  0.0650  -0.0463  1.13
C  0.5372  0.4181  -0.0160  0.56
C  3.0502  -0.2629  0.0442  0.61
N  0.8980  1.5713  -0.4265  -0.27
N  1.4340  -0.5725  0.1740  -0.16
O  3.5583  -1.3522  0.5983  -0.47
O  3.2917  0.9326  0.6536  -0.50
F  3.4077  -0.1603  -1.2736  -0.25
H  -4.7018  -0.5619  -0.1158  0.31
H  -3.8192  1.7011  0.3507  0.36
H  -2.9157  -2.5160  -0.6808  0.38
H  -1.5137  2.2000  0.3966  0.22
H  -0.7766  -2.1362  -0.5915  0.32
H  0.2084  2.2914  -0.6187  0.18
H  1.9499  1.7585  -0.3896  0.28
H  0.7716  -1.3640  0.3685  0.19
H  4.4370  -1.5720  0.2837  0.37
H  3.4688  0.8640  1.6198  0.36

***

5.
DFT (wB97M-V/def2-TZVPD) results for C11H16ClMnO2P as an isolated structure in a non-equilibrium geometry.

Results
LUMO (spin up / spin down) ... -0.3383 / -0.3879 Ha
HOMO-LUMO gap (spin up / spin down) ... 0.2589 / 0.2645 hartree
HOMO (spin up / spin down) ... -16.25 / -17.75 eV
Spin multiplicity ... 4
Total charge ... +2

Last column: Mulliken charge in e.
Positions of all 32 atoms, in Å:
Cl  2.9904  -0.2380  -0.8550  -0.08
C  0.3191  1.0739  1.6524  -0.45
C  -0.6075  1.6727  0.7045  -0.37
C  0.1619  2.3366  -0.3035  -1.28
H  -1.6923  1.7261  0.8258  0.81
C  1.5573  2.2244  0.0546  1.04
C  1.6307  1.4127  1.2445  -0.69
H  2.5443  1.1667  1.7913  0.47
H  0.0387  0.5682  2.5796  0.65
H  -0.2151  2.9038  -1.1660  0.61
C  2.6765  2.9141  -0.6600  -1.31
Mn  0.6656  0.3401  -0.2925  -0.44
C  0.2433  0.2266  -2.0666  0.54
O  -0.0604  -0.0333  -3.1653  -0.16
C  1.5536  -1.4120  -0.2947  0.61
O  1.7417  -2.5836  -0.1485  -0.31
H  2.4118  3.0783  -1.7162  0.38
H  3.5920  2.3143  -0.6267  0.35
H  2.8941  3.8888  -0.1994  0.35
C  -1.2630  -2.7498  -1.0246  -1.09
P  -1.0720  -1.2643  0.0173  1.24
C  -2.7763  -0.6064  -0.0958  -1.29
C  -1.0168  -1.9809  1.7035  -1.22
H  -1.4180  -2.4518  -2.0710  0.42
H  -2.1316  -3.3285  -0.6798  0.44
H  -0.3615  -3.3738  -0.9647  0.42
H  -3.4878  -1.3977  0.1720  0.47
H  -2.9301  0.2455  0.5756  0.32
H  -2.9796  -0.2816  -1.1216  0.42
H  -1.8989  -2.6148  1.8595  0.45
H  -0.1098  -2.5860  1.8074  0.40
H  -1.0003  -1.1906  2.4636  0.30

***

These records have relative energy (zero: lowest compared OMol25 entry of this formula, charge and spin) values of 209.7, 37.4, 129.3, 0.0, 13.8 kcal per mole, in the order they appear.